# 1
ORCA calculation (wB97M-V/def2-TZVPD) on a 10-piece molecular cluster, C48H114O36P6 overall.

Values from the calculation:
highest occupied orbital energy	-9.882	eV
relative energy (zero: lowest compared OMol25 entry of this formula, charge and spin)	0.0	kcal/mol
SMILES	CCOP(=O)(OCC)OCC.CCOP(=O)(OCC)OCC.CCOP(=O)(OCC)OCC.CCOP(=O)(OCC)OCC.CCOP(=O)(OCC)OCC.CCOP(=O)(OCC)OCC.COC(=O)OC.COC(=O)OC.COC(=O)OC.COC(=O)OC
E_LUMO	0.0159	Ha

CARTESIAN COORDINATES (ANGSTROEM)
C -19.7630 -1.5422 14.7709
C -20.6249 -0.3300 15.1517
O -21.8155 -0.2675 14.3608
P -23.2795 -0.2837 14.9684
O -23.2855 -0.2170 16.4503
O -23.7670 -1.6467 14.3058
C -25.1449 -2.0530 14.5099
C -25.1229 -3.5866 14.0820
O -24.1364 0.8030 14.2180
C -24.4462 2.0938 14.7262
C -23.4758 3.1162 14.0160
H -19.8831 -1.8124 13.7557
H -18.7308 -1.3700 15.0488
H -20.0762 -2.3847 15.3286
H -20.7733 -0.3162 16.2078
H -20.1158 0.5856 14.8462
H -25.4578 -1.9245 15.5406
H -25.7626 -1.4098 13.8402
H -25.9745 -4.0457 14.5564
H -25.1804 -3.6527 13.0353
H -24.2339 -4.1300 14.5112
H -25.5017 2.3418 14.6485
H -24.2739 2.0330 15.7906
H -22.4468 2.8254 14.2872
H -23.6886 3.1530 12.9415
H -23.6717 4.1388 14.4042
C -36.5394 -1.2764 14.2897
C -35.5496 -1.0519 15.4675
O -34.8560 0.2580 15.2976
P -33.7145 0.6928 16.2043
O -33.3381 2.1253 15.9614
O -34.1705 0.4285 17.6758
C -35.2495 1.2398 18.0980
C -35.3862 1.0095 19.6193
O -32.5214 -0.3520 16.1317
C -31.5478 -0.3230 15.0504
C -32.0094 -1.1884 13.9190
H -37.0137 -2.2034 14.4318
H -37.2428 -0.4278 14.1944
H -35.9495 -1.3221 13.3657
H -36.0576 -1.1689 16.4371
H -34.7356 -1.8211 15.5179
H -35.0696 2.2611 17.7662
H -36.1850 0.8588 17.6681
H -34.3900 1.3441 20.0587
H -36.1795 1.5811 20.0084
H -35.5299 -0.0655 19.8168
H -31.3655 0.7312 14.7724
H -30.6721 -0.6811 15.5308
H -31.2897 -1.2229 13.1286
H -32.2998 -2.1784 14.3254
H -32.9100 -0.8123 13.3747
C -29.1887 -3.0651 12.7793
C -28.6210 -3.7136 11.5660
O -29.3322 -3.3406 10.4012
P -28.9144 -2.0967 9.5339
O -28.0470 -1.2204 10.2847
O -28.2649 -2.6512 8.1968
C -28.8352 -3.6534 7.3082
C -29.2820 -2.9625 6.0320
O -30.3259 -1.4845 9.0926
C -30.8145 -0.3923 9.9207
C -32.0564 0.1066 9.2552
H -28.4210 -3.0936 13.5790
H -29.2392 -2.0084 12.5007
H -30.1707 -3.4050 13.1493
H -27.6038 -3.4141 11.4605
H -28.6553 -4.8469 11.6772
H -28.0127 -4.3611 7.1569
H -29.6490 -4.0556 7.7592
H -28.4999 -2.2716 5.6048
H -29.3310 -3.6774 5.2128
H -30.1933 -2.4072 6.1994
H -31.0019 -0.7973 10.9261
H -30.0461 0.3389 10.0082
H -32.7381 -0.7831 9.1739
H -32.4973 0.9136 9.8185
H -31.8658 0.4709 8.2472
C -34.4469 9.1352 11.9032
C -33.1044 9.7087 11.5848
O -32.6014 8.9927 10.5065
P -31.1718 8.4492 10.3069
O -31.0566 7.3683 9.3253
O -30.2641 9.7157 9.9656
C -28.8631 9.7889 9.9435
C -28.4807 10.4247 11.2771
O -30.6601 7.9874 11.7182
C -30.7892 6.6783 12.2243
C -29.9773 6.3033 13.4134
H -34.3046 8.1514 12.3359
H -34.8873 9.8184 12.6105
H -34.9248 9.0794 10.9777
H -33.1203 10.7656 11.2812
H -32.4783 9.5836 12.4478
H -28.3587 8.8426 9.8589
H -28.6237 10.4813 9.1792
H -28.7682 9.9062 12.1541
H -27.4294 10.5708 11.3500
H -28.9046 11.4665 11.3254
H -31.8676 6.5284 12.3698
H -30.5671 5.8581 11.4436
H -30.2572 5.2281 13.5517
H -28.9050 6.3249 13.1844
H -30.2884 6.8776 14.2833
C -28.9325 4.6921 6.0094
C -29.8775 4.7389 7.2125
O -29.1916 4.6860 8.4543
P -28.7848 3.3629 9.1753
O -29.8846 2.5347 9.6197
O -27.8184 3.8214 10.3463
C -26.6988 4.7828 10.3597
C -27.2107 6.1805 10.3701
O -27.8887 2.5688 8.1402
C -27.7850 1.0950 8.2477
C -26.6801 0.6948 7.3387
H -29.5604 4.6819 5.0693
H -28.2798 5.5572 5.9370
H -28.2456 3.8524 5.9634
H -30.3681 5.7169 7.2713
H -30.5949 3.9669 7.2720
H -26.2335 4.5229 11.3088
H -26.0219 4.4620 9.5646
H -28.0888 6.3472 11.0392
H -26.4777 6.9462 10.6880
H -27.6167 6.3347 9.3701
H -27.5972 0.8460 9.3000
H -28.7871 0.6874 7.9118
H -25.7311 1.2133 7.4879
H -26.4452 -0.3359 7.6392
H -26.9672 0.6602 6.3063
C -30.9461 2.7260 18.5774
C -30.0289 2.0727 17.5588
O -28.8556 2.8831 17.4498
P -27.4818 2.1750 17.2520
O -27.3345 0.9464 16.3996
O -26.5060 3.2860 16.7379
C -26.8440 4.1372 15.5732
C -27.3738 5.4315 15.9773
O -26.9717 1.8194 18.7089
C -25.7348 1.1114 18.8982
C -24.6080 2.0277 19.1522
H -30.8557 3.8300 18.4133
H -31.9327 2.3317 18.3453
H -30.5991 2.4871 19.5867
H -29.7494 1.0726 17.8086
H -30.4931 2.0973 16.5553
H -25.9648 4.2479 14.9213
H -27.5569 3.5680 14.9013
H -26.8306 5.8342 16.8616
H -27.3615 6.2367 15.2284
H -28.4024 5.3347 16.2856
H -25.9752 0.4028 19.6692
H -25.4948 0.5684 18.0626
H -24.6778 2.3923 20.1916
H -23.6858 1.5455 18.9817
H -24.5432 2.9062 18.5160
C -20.5988 1.4494 11.8619
O -21.9903 1.6690 11.8229
C -22.6655 0.7286 11.1476
O -22.2537 -0.3128 10.7227
O -23.9166 1.1869 10.9862
C -24.7471 0.3407 10.1247
H -20.0720 2.2637 12.3959
H -20.1325 1.2753 10.8983
H -20.3990 0.5077 12.3672
H -25.7273 0.8621 10.2076
H -24.7201 -0.7183 10.4095
H -24.3068 0.4867 9.0782
C -35.9335 3.6700 13.3986
O -35.1555 3.8550 12.1248
C -35.3013 4.9926 11.5068
O -35.9661 5.9360 11.9186
O -34.6128 4.9310 10.3658
C -34.8324 6.0199 9.4800
H -35.1582 3.7817 14.1366
H -36.2645 2.6323 13.4867
H -36.8426 4.2626 13.3517
H -34.8098 6.9868 10.0346
H -35.7902 5.9197 8.9687
H -33.9164 6.0527 8.8776
C -36.5317 6.6703 15.1244
O -35.2164 6.2486 15.5350
C -34.2147 7.1007 15.4943
O -34.2886 8.2605 15.2184
O -33.0228 6.5367 15.6056
C -32.9114 5.1167 15.8045
H -37.2091 5.8326 15.1090
H -36.4149 7.0464 14.0391
H -36.8715 7.5128 15.7640
H -31.8184 5.0254 16.0263
H -33.2196 4.4617 14.9635
H -33.5586 4.6937 16.6078
C -28.0722 0.9117 13.2357
O -29.4794 0.6906 12.9466
C -30.0726 1.8663 12.7081
O -29.6676 2.9590 12.9064
O -31.2656 1.5826 12.1609
C -32.0688 2.7582 11.9298
H -27.5643 1.3719 12.4015
H -27.7412 -0.0887 13.3261
H -27.9648 1.5261 14.0607
H -33.0409 2.4629 11.6643
H -31.6393 3.5119 11.2298
H -32.1230 3.4485 12.8080


# 2
ORCA calculation (wB97M-V/def2-TZVPD) on C18H13F6N3O6S4Ta as an isolated structure.

Values from the calculation:
highest occupied orbital energy	-11.914	eV
relative energy (zero: lowest compared OMol25 entry of this formula, charge and spin)	16.9	kcal/mol
charge	+1
E_LUMO	-0.1528	Ha

CARTESIAN COORDINATES (ANGSTROEM)
Ta 0.5583 0.5869 1.1142
C 7.4320 1.5679 -3.8669
C 6.2829 1.6003 -2.9027
C 5.0457 1.0522 -3.2435
C 3.9862 1.0816 -2.3573
C 4.1782 1.6703 -1.1103
C 5.3992 2.2300 -0.7413
C 6.4424 2.1870 -1.6467
S 2.8871 1.7259 0.0226
O 1.5875 1.8880 -0.6879
O 3.1435 2.6895 1.0460
N 2.5859 0.2868 0.7293
C 3.0684 -0.9551 0.2462
C 4.3717 -1.2805 0.0069
C 4.6825 -2.5731 -0.4854
C 3.7097 -3.5047 -0.7121
C 2.3496 -3.1833 -0.4721
C 1.2672 -4.0699 -0.6791
C -0.0124 -3.6530 -0.4356
C -0.2332 -2.3392 0.0118
N 0.7525 -1.4911 0.2134
C 2.0433 -1.8994 -0.0091
H 7.1235 1.2123 -4.8477
H 8.2188 0.9081 -3.4971
H 7.8685 2.5601 -3.9815
H 4.9130 0.6084 -4.2217
H 3.0240 0.6696 -2.6314
H 5.5174 2.6985 0.2259
H 7.3954 2.6277 -1.3828
H 5.1644 -0.5736 0.2068
H 5.7190 -2.8225 -0.6659
H 3.9626 -4.4928 -1.0728
H 1.4610 -5.0752 -1.0318
H -0.8602 -4.3063 -0.5794
H -1.2375 -1.9862 0.2093
F -2.6633 3.6231 1.8991
C -1.7481 4.4826 1.5019
F -2.2805 5.3921 0.7058
F -1.1658 5.0513 2.5373
S -0.4414 3.6290 0.5008
O -0.0242 2.5004 1.4635
O 0.5567 4.5603 0.1559
N -1.2687 3.0263 -0.6770
S -1.6509 1.5831 -1.0661
O -3.0097 1.4232 -1.4204
O -1.1862 0.6075 0.0226
C -0.6859 1.0633 -2.6162
F 0.2756 0.1945 -2.3208
F -1.5445 0.4884 -3.4297
F -0.1776 2.1478 -3.1670
S 0.2171 -0.2858 3.0470


# 3
ORCA calculation (wB97M-V/def2-TZVPD) on C25H37Br19IN2O8PS2 as an isolated structure.

Values from the calculation:
highest occupied orbital energy	-9.244	eV
E_LUMO	-0.0204	Ha

CARTESIAN COORDINATES (ANGSTROEM)
C -4.2243 -3.0351 -2.1513
C -3.0009 -2.8180 -3.1256
C -2.4120 -1.3440 -3.0299
O -2.1581 -1.0497 -1.6717
C -0.8908 -0.9556 -1.1078
Br -0.8613 -2.7692 -0.1643
C 0.4116 -1.0502 -1.9889
P 0.6636 -2.6843 -2.9708
O 1.8884 -2.4051 -3.8114
O 1.6772 -1.0358 -1.3147
S 1.7413 -0.4184 0.1752
O 3.1095 0.0288 0.3766
O 1.5358 -1.3478 1.2749
C 0.5102 0.9621 0.1693
C 0.9019 2.0474 -0.9016
C 2.3683 2.5018 -1.0704
O 2.9378 1.8718 -2.2580
C 2.3700 4.0747 -1.4037
N 3.7261 4.6083 -1.0521
S 0.7494 1.7823 1.8170
C -0.3170 3.2276 2.1272
O 0.5974 0.8943 2.9801
O 2.1176 2.3004 1.9863
C -0.9668 0.3094 -0.0894
C -1.6644 -0.1043 1.2636
C -3.0791 -0.7500 1.2625
C -4.2509 0.1352 1.8821
I -3.0113 -2.4137 2.7315
C -1.8869 1.4550 -0.7296
C -2.6771 2.2962 0.1301
C -3.4810 3.3152 -0.5349
C -3.3747 3.3499 -1.9506
N -2.6358 2.6377 -2.8291
C -1.9174 1.7164 -2.1708
H -3.8264 -3.2973 -1.1377
H -4.8363 -3.8892 -2.5374
H -4.7981 -2.0794 -2.1184
H -2.1905 -3.5057 -2.7574
H -3.2025 -3.1119 -4.1866
H -3.2699 -0.6980 -3.3739
H -1.6149 -1.1849 -3.7880
H 0.3308 -0.2880 -2.8139
H -0.3760 -2.9383 -3.8939
H 1.0221 -3.7692 -2.1355
H 0.2965 2.9619 -0.6730
H 0.6334 1.6267 -1.9052
H 3.1033 2.3674 -0.2585
H 3.4831 2.5535 -2.6830
H 2.1480 4.2700 -2.4869
H 1.6601 4.6215 -0.7265
H 4.3822 3.8409 -1.1711
H 3.7367 4.9215 -0.0833
H 0.2508 3.9588 2.7555
H -0.5771 3.7555 1.1815
H -1.2304 2.9715 2.7200
H -1.7259 0.7213 2.0211
H -0.9485 -0.7971 1.7818
H -3.4855 -1.2151 0.3478
H -4.7034 0.8226 1.1290
H -5.0187 -0.4792 2.3936
H -3.7704 0.7770 2.6705
H -2.7416 2.2584 1.2274
H -4.1258 4.0039 0.0456
H -4.0309 4.1178 -2.4331
H -1.2521 1.0529 -2.7712
C 2.2020 -2.9906 4.1680
Br 2.3720 -4.4526 2.9164
Br 1.6209 -3.6049 5.9083
Br 3.8235 -1.9481 4.2849
H 1.4282 -2.3329 3.7843
C -1.0594 -3.8178 -6.8654
Br -2.1669 -4.9359 -5.7418
Br -1.4572 -4.0521 -8.7401
Br -1.1705 -1.9626 -6.3399
H -0.0328 -4.1353 -6.7153
C 2.6166 6.7776 -4.4508
Br 1.1081 5.7282 -3.8456
Br 4.2580 5.7592 -4.4126
Br 2.2949 7.5542 -6.1912
H 2.7334 7.5984 -3.7522
C 6.8540 0.9557 1.1170
Br 8.0160 -0.5738 0.9108
Br 7.6600 2.3295 2.2135
Br 6.2748 1.6492 -0.5907
H 5.9650 0.6133 1.6370
C 4.4949 -3.9490 8.5414
Br 4.6732 -5.4107 7.2925
Br 3.9193 -4.5598 10.2836
Br 6.1117 -2.8953 8.6478
H 3.7156 -3.2983 8.1585
C -4.8609 -4.8487 6.3735
Br -5.7654 -4.6348 4.6810
Br -2.9649 -5.1182 6.1242
Br -5.2276 -3.3813 7.5771
H -5.2551 -5.7458 6.8370


# 4
ORCA calculation (wB97M-V/def2-TZVPD) on an isolated ion of composition C3H5O3 and charge -1.

Values from the calculation:
highest occupied orbital energy	-4.011	eV
relative energy (zero: lowest compared OMol25 entry of this formula, charge and spin)	9.6	kcal/mol
charge	-1
SMILES	O=C([O-])CCO
E_LUMO	0.1372	Ha

CARTESIAN COORDINATES (ANGSTROEM)
O -0.1623 -0.2086 2.3964
C -0.2778 0.6814 1.5166
O -1.0356 1.6553 1.4318
C 0.6115 0.3552 0.2644
C -0.1743 -0.6597 -0.5444
O 0.2411 -0.8916 -1.9028
H 1.6484 0.0065 0.3326
H 0.7549 1.2054 -0.4331
H -0.2942 -1.5518 0.0849
H -1.2346 -0.4009 -0.6707
H -0.0769 -0.1913 -2.4757


# 5
ORCA calculation (wB97M-V/def2-TZVPD) on C39H61BiBr2F6N4OPS as an isolated structure.

Values from the calculation:
highest occupied orbital energy	-10.551	eV
relative energy (zero: lowest compared OMol25 entry of this formula, charge and spin)	16.7	kcal/mol
charge	+1
E_LUMO	-0.1147	Ha

CARTESIAN COORDINATES (ANGSTROEM)
Bi -1.5670 0.7025 0.2188
Br -1.4132 -0.8853 -4.2059
C -3.1964 -0.2104 -3.9557
Br -3.7244 -0.3529 -2.1057
H -3.9011 -0.8172 -4.5122
H -3.2327 0.8388 -4.2265
C -3.1642 -3.9647 -1.1541
N -3.0412 -3.2946 0.1337
C -4.3549 -2.8854 0.6192
C -2.4129 -4.2211 1.0678
C -2.2813 -3.7250 2.4999
N -1.7019 -2.4006 2.6508
C -1.5798 -2.0758 4.0607
C -0.4305 -2.2922 1.9754
H -3.7081 -4.9207 -1.0781
H -2.1762 -4.1743 -1.5699
H -3.7033 -3.3310 -1.8567
H -4.9945 -3.7478 0.8705
H -4.8684 -2.3110 -0.1514
H -4.2492 -2.2533 1.4988
H -1.4270 -4.4828 0.6705
H -2.9866 -5.1640 1.1163
H -1.6772 -4.4768 3.0400
H -3.2628 -3.7139 2.9792
H -0.8887 -2.7514 4.5924
H -2.5551 -2.1463 4.5405
H -1.2156 -1.0534 4.1786
H 0.2892 -3.0837 2.2564
H 0.0406 -1.3417 2.2306
H -0.5689 -2.3280 0.8969
F -5.6882 3.2651 5.5893
C -5.1398 2.6746 4.5315
C -4.9787 1.2981 4.4960
F -5.3826 0.5618 5.5265
C -4.3993 0.6899 3.3981
F -4.2856 -0.6363 3.3887
C -3.9505 1.4228 2.2935
O -3.4277 0.7979 1.2454
C -4.1538 2.8035 2.3475
F -3.7817 3.5699 1.3093
C -4.7275 3.4232 3.4475
F -4.8765 4.7512 3.4524
C -0.8765 5.2693 2.7688
N -0.9539 3.8205 2.6586
C 0.0826 3.0237 2.5386
N 1.3172 3.5178 2.5559
S -0.1270 1.3016 2.3762
H -1.8868 5.6654 2.8082
H -0.3821 5.6923 1.8920
H -0.3474 5.5610 3.6776
H -1.8603 3.3705 2.6638
H 1.5030 4.4892 2.7468
H 2.0958 2.8775 2.5109
F -1.8932 6.5313 -2.2518
C -1.8136 5.3030 -1.7238
C -2.8580 4.4216 -1.9221
C -2.7710 3.1539 -1.3641
C -1.6566 2.7729 -0.6190
C -0.6208 3.6916 -0.4470
C -0.6885 4.9634 -0.9966
H -3.7228 4.7367 -2.4902
H -3.6075 2.4769 -1.4916
H 0.2774 3.4165 0.0963
H 0.1118 5.6828 -0.8815
C 5.0207 0.1722 1.9022
C 4.3124 -1.1918 1.9909
C 3.0035 -1.2006 1.1928
C 3.1585 -0.3805 -0.0937
C 3.3420 1.1079 0.2811
C 3.9991 1.2795 1.6585
P 1.6944 -0.5906 -1.1932
C 2.0306 0.4729 -2.6729
C 1.7090 1.9511 -2.4818
C 1.4809 2.6239 -3.8449
C 2.3722 2.0017 -4.9335
C 3.6757 1.5022 -4.3187
C 3.4034 0.3314 -3.3563
C 1.8593 -2.2676 -1.9954
C 1.0144 -3.3413 -1.2919
C 1.2709 -4.7011 -1.9311
C 2.7064 -5.1742 -1.6436
C 3.6653 -3.9923 -1.4405
C 3.2790 -2.8041 -2.3181
H 5.7406 0.1735 1.0786
H 5.5943 0.3646 2.8090
H 4.1025 -1.4392 3.0336
H 4.9741 -1.9755 1.6142
H 2.1937 -0.7612 1.7821
H 2.7000 -2.2255 0.9849
H 4.0586 -0.7212 -0.6136
H 2.3681 1.6135 0.2655
H 3.9560 1.5987 -0.4781
H 3.2395 1.2243 2.4490
H 4.4682 2.2642 1.7296
H 1.2684 0.0893 -3.3606
H 2.5308 2.4427 -1.9531
H 0.8280 2.0797 -1.8567
H 1.6901 3.6929 -3.7586
H 0.4275 2.5372 -4.1280
H 2.5606 2.7230 -5.7292
H 1.8569 1.1582 -5.4055
H 4.1508 2.3275 -3.7798
H 4.3852 1.1940 -5.0873
H 4.1997 0.2832 -2.6075
H 3.4406 -0.6111 -3.9071
H 1.3555 -2.0830 -2.9526
H -0.0414 -3.0634 -1.3519
H 1.2540 -3.3927 -0.2270
H 1.1131 -4.6101 -3.0110
H 0.5477 -5.4396 -1.5796
H 3.0585 -5.7983 -2.4672
H 2.7180 -5.8074 -0.7541
H 4.6900 -4.2964 -1.6598
H 3.6658 -3.6858 -0.3920
H 3.2971 -3.1297 -3.3629
H 4.0333 -2.0219 -2.2456